[1]
Here is a structure of composition C51H41INOP2PbS3 in a non-equilibrium geometry from the Open Molecules 2025 dataset. Energies are from ωB97M-V/def2-TZVPD.

CARTESIAN COORDINATES (ANGSTROEM)
Pb: -0.155 1.391 -2.047
O: -0.996 2.210 1.044
S: -0.051 0.991 0.848
C: -0.842 -0.540 1.474
C: -0.084 -1.517 2.050
C: -0.573 -2.645 2.686
C: -1.924 -2.794 2.751
C: -2.853 -3.733 3.504
C: -4.298 -3.422 2.993
C: -4.074 -2.245 2.083
C: -4.982 -1.468 1.329
C: -4.464 -0.469 0.490
C: -3.130 -0.106 0.409
P: -2.740 1.107 -0.828
C: -3.708 2.602 -0.312
C: -3.825 3.679 -1.157
C: -4.508 4.821 -0.755
C: -5.115 4.854 0.503
C: -5.013 3.796 1.354
C: -4.218 2.709 1.005
C: -3.715 0.442 -2.245
C: -4.539 1.241 -3.070
C: -5.254 0.683 -4.100
C: -5.224 -0.687 -4.358
C: -4.385 -1.505 -3.549
C: -3.620 -0.927 -2.509
C: -2.193 -0.856 1.194
C: -2.699 -1.910 1.982
C: 1.223 1.242 2.038
C: 0.638 1.407 3.300
C: 1.396 1.586 4.505
C: 2.779 1.604 4.381
C: 3.914 1.600 5.407
C: 5.199 1.402 4.609
C: 4.775 1.283 3.164
C: 5.456 1.141 1.976
C: 4.748 1.258 0.756
C: 3.386 1.351 0.682
P: 2.851 1.314 -1.071
C: 3.693 2.800 -1.749
C: 3.742 2.866 -3.151
C: 4.131 4.026 -3.804
C: 4.437 5.179 -3.106
C: 4.445 5.116 -1.704
C: 4.065 3.951 -1.016
C: 3.703 -0.172 -1.680
C: 4.874 -0.230 -2.505
C: 5.432 -1.450 -2.829
C: 4.736 -2.661 -2.689
C: 3.596 -2.612 -1.918
C: 3.104 -1.408 -1.372
C: 2.618 1.270 1.912
C: 3.362 1.359 3.109
H: 0.986 -1.338 2.023
H: 0.083 -3.326 3.223
H: -2.849 -3.579 4.597
H: -2.524 -4.796 3.348
H: -4.957 -3.213 3.830
H: -4.743 -4.277 2.496
H: -6.072 -1.537 1.508
H: -5.181 0.121 -0.114
H: -3.287 3.630 -2.134
H: -4.547 5.712 -1.375
H: -5.709 5.706 0.764
H: -5.666 3.817 2.192
H: -3.850 1.993 1.756
H: -4.745 2.289 -2.822
H: -5.882 1.294 -4.780
H: -5.826 -1.094 -5.161
H: -4.211 -2.545 -3.767
H: -2.972 -1.599 -1.973
H: -0.437 1.402 3.319
H: 0.896 1.749 5.393
H: 3.673 0.814 6.184
H: 3.907 2.584 5.897
H: 5.704 0.482 4.890
H: 5.896 2.239 4.780
H: 6.532 1.087 1.978
H: 5.304 1.363 -0.190
H: 3.582 1.962 -3.671
H: 4.199 4.033 -4.918
H: 4.707 6.131 -3.575
H: 4.801 5.971 -1.225
H: 3.937 3.922 0.086
H: 5.360 0.695 -2.805
H: 6.381 -1.454 -3.359
H: 5.074 -3.581 -3.127
H: 3.024 -3.533 -1.767
H: 2.172 -1.475 -0.754
I: -0.006 4.490 -1.810
S: -0.154 -2.853 -2.471
C: -0.327 -4.434 -1.989
N: -1.035 -5.418 -2.583
C: -0.992 -6.738 -1.974
C: -0.100 -6.654 -0.738
S: 0.464 -4.970 -0.556
H: -1.334 -5.247 -3.538
H: -0.546 -7.387 -2.747
H: -2.044 -7.067 -1.741
H: 0.782 -7.319 -0.794
H: -0.590 -6.977 0.181

total energy	-4465.6422	Eh
HOMO-LUMO gap	7.30	eV
F_max	3.18	eV/Å
total charge	+1
energy above the lowest of the compared OMol25 structures with the same formula, charge and spin	0.00	kJ/mol
E_LUMO	-2.72	eV
E_HOMO	-10.022	eV
spin multiplicity	1

=====

[2]
Here is a structure of composition C51H41N2O4PtS5 from the Open Molecules 2025 dataset. Energies are from ωB97M-V/def2-TZVPD.

CARTESIAN COORDINATES (ANGSTROEM)
Pt: -0.171 -0.901 1.372
O: -0.143 1.033 0.736
C: -0.457 2.212 1.406
C: 0.559 2.561 2.552
C: 1.937 2.549 1.972
C: 2.620 3.703 1.618
C: 3.779 3.578 0.862
C: 4.176 2.319 0.449
C: 3.436 1.212 0.871
C: 3.789 -0.163 0.365
C: 2.905 -1.368 0.788
O: 1.565 -1.127 0.450
C: 3.198 -1.806 2.225
C: 2.972 -3.127 2.605
C: 3.328 -3.581 3.867
C: 3.912 -2.714 4.780
C: 4.135 -1.394 4.417
C: 3.787 -0.949 3.149
C: 3.383 -2.509 -0.151
C: 2.555 -3.011 -1.147
C: 3.009 -3.999 -2.013
C: 4.299 -4.494 -1.901
C: 5.133 -3.999 -0.907
C: 4.677 -3.018 -0.041
N: 2.386 1.334 1.663
C: -1.902 2.205 1.921
C: -2.247 2.143 3.262
C: -3.584 2.086 3.649
C: -4.589 2.101 2.698
C: -4.252 2.167 1.349
C: -2.924 2.214 0.971
C: -0.314 3.345 0.371
C: 0.335 3.115 -0.835
C: 0.529 4.153 -1.738
C: 0.080 5.432 -1.445
C: -0.574 5.668 -0.242
C: -0.770 4.630 0.656
H: 0.307 3.540 2.965
H: 0.485 1.822 3.346
H: 2.226 4.675 1.888
H: 4.339 4.457 0.564
H: 5.037 2.184 -0.195
H: 3.751 -0.114 -0.727
H: 4.829 -0.397 0.615
H: 2.522 -3.811 1.897
H: 3.146 -4.613 4.139
H: 4.178 -3.065 5.770
H: 4.578 -0.703 5.123
H: 3.955 0.090 2.894
H: 1.547 -2.626 -1.220
H: 2.345 -4.386 -2.777
H: 4.651 -5.266 -2.575
H: 6.138 -4.387 -0.798
H: 5.326 -2.661 0.751
H: -1.480 2.112 4.024
H: -3.833 2.022 4.701
H: -5.628 2.057 3.000
H: -5.029 2.166 0.594
H: -2.657 2.249 -0.080
H: 0.686 2.113 -1.043
H: 1.038 3.959 -2.674
H: 0.233 6.241 -2.150
H: -0.938 6.661 -0.006
H: -1.296 4.815 1.587
S: 0.339 -5.329 7.050
C: 0.272 -4.338 5.732
S: -0.249 -4.862 4.172
C: -0.158 -3.321 3.365
C: 0.192 -2.278 4.137
S: 0.420 -0.648 3.557
S: 0.505 -2.632 5.815
S: -0.430 -3.200 1.646
C: -0.307 -0.259 -6.891
C: -1.427 0.162 -5.976
C: -2.286 1.183 -6.364
C: -3.304 1.603 -5.521
C: -3.470 1.008 -4.285
C: -2.635 -0.037 -3.892
N: -2.726 -0.622 -2.619
C: -3.842 -0.783 -1.828
C: -5.139 -0.826 -2.366
C: -6.238 -1.008 -1.551
C: -6.100 -1.153 -0.173
C: -4.831 -1.131 0.368
C: -3.704 -0.961 -0.434
C: -2.390 -0.966 0.234
O: -2.290 -0.785 1.484
O: -1.307 -1.159 -0.424
C: -1.604 -0.470 -4.740
C: -0.675 -1.574 -4.311
H: -0.267 0.383 -7.770
H: -0.434 -1.289 -7.233
H: 0.660 -0.207 -6.386
H: -2.143 1.663 -7.325
H: -3.953 2.418 -5.816
H: -4.224 1.374 -3.602
H: -1.854 -0.780 -2.129
H: -5.270 -0.743 -3.435
H: -7.222 -1.047 -2.002
H: -6.966 -1.289 0.460
H: -4.674 -1.241 1.433
H: -1.131 -2.211 -3.555
H: 0.250 -1.172 -3.887
H: -0.398 -2.204 -5.156

total energy	-4488.9248	Eh
HOMO-LUMO gap	6.52	eV
F_max	0.57	eV/Å
total charge	-1
energy above the lowest of the compared OMol25 structures with the same formula, charge and spin	147.28	kJ/mol
E_LUMO	1.98	eV
E_HOMO	-4.549	eV
spin multiplicity	1

=====

[3]
Here is a structure of composition C51H42F2N12O11Rb from the Open Molecules 2025 dataset. Energies are from ωB97M-V/def2-TZVPD.

CARTESIAN COORDINATES (ANGSTROEM)
Rb: 2.593 2.420 -0.429
N: 3.834 -2.907 -1.590
C: 3.268 -1.874 -0.938
N: 3.318 -1.646 0.330
C: 4.097 -2.491 1.114
N: 4.394 -2.192 2.329
N: 4.015 -0.924 2.706
C: 2.979 -0.804 3.417
C: 2.490 0.528 3.843
C: 1.399 0.601 4.703
C: 0.940 1.849 5.097
C: 1.573 2.977 4.611
C: 2.637 2.803 3.732
N: 3.096 1.616 3.358
C: 4.598 -3.740 0.516
C: 5.214 -4.746 1.258
C: 5.711 -5.875 0.637
C: 5.600 -6.008 -0.749
C: 4.988 -5.029 -1.502
C: 4.480 -3.891 -0.870
H: 3.781 -2.887 -2.629
H: 2.708 -1.191 -1.565
H: 2.383 -1.674 3.713
H: 0.923 -0.309 5.048
H: 0.086 1.936 5.759
H: 1.233 3.977 4.845
H: 3.117 3.670 3.292
H: 5.303 -4.607 2.328
H: 6.192 -6.650 1.220
H: 5.996 -6.888 -1.241
H: 4.894 -5.122 -2.577
F: -0.344 -2.769 3.141
C: -0.867 -2.363 1.949
C: -0.184 -1.481 1.166
C: -0.794 -1.002 0.006
C: -0.124 0.111 -0.704
O: 0.988 0.455 -0.320
C: -0.903 0.717 -1.759
C: -2.067 0.126 -2.127
N: -2.628 -0.961 -1.529
C: -3.869 -1.497 -2.025
C: -3.998 -1.715 -3.499
C: -3.864 -2.894 -2.578
C: -2.044 -1.483 -0.391
C: -2.709 -2.414 0.418
C: -2.140 -2.825 1.603
N: -2.942 -3.571 2.528
C: -3.607 -2.717 3.496
C: -4.760 -3.471 4.116
N: -4.209 -4.735 4.737
C: -3.460 -5.581 3.736
C: -2.347 -4.729 3.156
C: -0.492 1.980 -2.527
O: -1.310 2.403 -3.362
O: 0.627 2.460 -2.228
H: 0.803 -1.109 1.426
H: -2.614 0.551 -2.958
H: -4.748 -1.171 -1.478
H: -3.144 -1.461 -4.114
H: -4.965 -1.514 -3.939
H: -2.916 -3.414 -2.580
H: -4.732 -3.512 -2.386
H: -3.700 -2.763 0.165
H: -3.984 -1.818 3.009
H: -2.918 -2.383 4.293
H: -5.476 -3.786 3.359
H: -5.260 -2.909 4.903
H: -4.952 -5.272 5.181
H: -3.551 -4.461 5.472
H: -4.179 -5.870 2.972
H: -3.091 -6.459 4.265
H: -1.791 -5.310 2.421
H: -1.643 -4.468 3.962
N: 3.917 4.809 -1.190
C: 3.015 5.416 -1.563
C: 1.891 6.166 -2.063
C: 0.892 5.508 -2.776
C: -0.179 6.240 -3.263
C: -0.249 7.607 -3.040
C: 0.749 8.256 -2.322
C: 1.825 7.538 -1.829
H: 0.929 4.433 -2.920
H: -0.955 5.723 -3.813
H: -1.089 8.174 -3.423
H: 0.686 9.321 -2.140
H: 2.603 8.025 -1.258
F: 1.874 3.781 -5.903
C: 1.184 2.633 -5.785
C: 1.633 1.637 -5.016
N: 0.933 0.459 -4.866
C: 1.416 -0.584 -3.951
C: 2.926 -0.923 -4.028
O: 3.179 -2.159 -4.036
O: 3.725 0.023 -3.959
C: -0.299 0.294 -5.446
O: -1.017 -0.684 -5.274
N: -0.672 1.300 -6.307
C: -0.068 2.538 -6.501
O: -0.569 3.377 -7.222
H: 2.569 1.676 -4.474
H: 0.827 -1.472 -4.143
H: 1.248 -0.248 -2.925
H: -1.599 1.204 -6.693
O: 0.537 5.510 2.905
C: 0.465 4.613 2.050
O: 1.282 4.296 1.157
C: -0.760 3.683 2.166
C: -1.434 3.582 3.383
C: -2.447 2.661 3.564
C: -2.824 1.883 2.477
C: -2.234 2.021 1.229
C: -1.181 2.908 1.088
N: -3.848 0.862 2.659
O: -4.213 0.219 1.684
O: -4.285 0.650 3.783
H: -1.115 4.233 4.186
H: -2.945 2.538 4.515
H: -2.583 1.426 0.399
H: -0.667 3.007 0.139

total energy	-3677.2662	Eh
HOMO-LUMO gap	4.90	eV
F_max	0.76	eV/Å
total charge	-1
energy above the lowest of the compared OMol25 structures with the same formula, charge and spin	0.00	kJ/mol
E_LUMO	-0.37	eV
E_HOMO	-5.272	eV
spin multiplicity	1

=====

[4]
Here is a structure of composition C51H42F3IN4O3PPtSb in a non-equilibrium geometry from the Open Molecules 2025 dataset. Energies are from ωB97M-V/def2-TZVPD.

CARTESIAN COORDINATES (ANGSTROEM)
Pt: 0.544 0.561 -0.036
O: 2.524 -3.569 -5.089
C: 1.308 -2.871 -5.203
C: 1.074 -2.099 -3.937
C: -0.097 -1.367 -3.758
C: -0.285 -0.665 -2.590
N: 0.634 -0.674 -1.615
C: 1.775 -1.366 -1.772
C: 2.024 -2.087 -2.924
C: 2.707 -1.238 -0.640
C: 3.819 -2.034 -0.467
C: 4.669 -1.803 0.609
C: 5.869 -2.686 0.815
O: 5.440 -4.015 0.586
C: 4.356 -0.773 1.480
C: 3.206 -0.037 1.274
N: 2.398 -0.249 0.234
H: 2.698 -4.052 -5.903
H: 0.460 -3.547 -5.360
H: 1.323 -2.163 -6.041
H: -0.863 -1.344 -4.522
H: -1.172 -0.080 -2.396
H: 2.942 -2.639 -3.055
H: 4.020 -2.856 -1.139
H: 6.266 -2.547 1.824
H: 6.646 -2.392 0.100
H: 6.173 -4.620 0.741
H: 4.979 -0.562 2.338
H: 2.905 0.722 1.977
I: -1.465 3.016 5.149
C: -0.291 2.668 3.501
C: 0.950 3.194 3.220
N: 1.341 2.671 2.045
N: 0.410 1.848 1.540
C: -0.592 1.838 2.417
H: 1.558 3.901 3.758
H: 2.134 2.942 1.485
H: -1.491 1.277 2.222
F: -1.080 -7.378 -1.048
C: -1.083 -6.147 -0.524
C: -1.314 -5.072 -1.357
C: -1.298 -3.796 -0.805
C: -1.052 -3.604 0.551
C: -0.849 -4.721 1.367
C: -0.863 -5.999 0.835
Sb: -1.000 -1.649 1.383
C: -2.501 -1.959 2.870
C: -2.498 -1.281 4.087
C: -3.471 -1.529 5.044
C: -4.453 -2.456 4.758
F: -5.392 -2.705 5.678
C: -4.503 -3.130 3.554
C: -3.521 -2.873 2.608
C: 0.767 -1.934 2.576
C: 1.036 -1.120 3.679
C: 2.193 -1.280 4.430
C: 3.087 -2.265 4.059
F: 4.219 -2.416 4.766
C: 2.868 -3.083 2.969
C: 1.707 -2.905 2.229
H: -1.510 -5.240 -2.407
H: -1.500 -2.948 -1.449
H: -0.688 -4.598 2.431
H: -0.711 -6.875 1.451
H: -1.737 -0.545 4.316
H: -3.476 -1.019 5.997
H: -5.295 -3.843 3.371
H: -3.557 -3.403 1.664
H: 0.341 -0.345 3.976
H: 2.401 -0.663 5.295
H: 3.595 -3.842 2.708
H: 1.535 -3.553 1.378
O: -1.211 1.552 -0.620
P: -1.326 2.921 -1.307
C: -0.561 4.232 -0.351
C: 0.635 4.829 -0.749
C: 1.214 5.812 0.043
C: 0.597 6.210 1.221
C: -0.598 5.621 1.620
C: -1.173 4.631 0.841
C: -3.061 3.286 -1.479
C: -3.534 4.597 -1.506
C: -4.884 4.836 -1.715
C: -5.756 3.771 -1.899
C: -5.288 2.464 -1.867
C: -3.942 2.217 -1.655
C: -0.584 2.943 -2.947
C: 0.681 2.389 -3.165
C: 1.250 2.421 -4.427
C: 0.564 3.008 -5.483
C: -0.687 3.569 -5.273
C: -1.261 3.539 -4.010
H: 1.102 4.551 -1.684
H: 2.136 6.284 -0.273
H: 1.038 6.994 1.822
H: -1.088 5.945 2.528
H: -2.106 4.172 1.149
H: -2.854 5.428 -1.366
H: -5.256 5.851 -1.730
H: -6.808 3.962 -2.064
H: -5.974 1.640 -2.004
H: -3.572 1.201 -1.609
H: 1.229 1.953 -2.338
H: 2.233 1.998 -4.589
H: 1.010 3.039 -6.468
H: -1.220 4.028 -6.095
H: -2.237 3.980 -3.856

total energy	-3711.1970	Eh
HOMO-LUMO gap	6.52	eV
F_max	1.10	eV/Å
total charge	+2
energy above the lowest of the compared OMol25 structures with the same formula, charge and spin	0.00	kJ/mol
E_LUMO	-5.66	eV
E_HOMO	-12.182	eV
spin multiplicity	1